Density functional theory data (wB97M-V/def2-TZVPD) for a molecular structure, C44H52N6SbTi.

The calculation puts the molar mass at 834.57 g/mol. As for the charge: +2. As for the max |F|: 0.5 eV Å⁻¹. The HOMO-LUMO gap (alpha / beta) comes out at 7.18 / 7.11 eV. The value obtained for the lowest unoccupied orbital energy (alpha / beta) is -4.994 / -5.003 eV. As for the spin multiplicity: 2.

Last column: Mulliken charge in e.
Positions of all 104 atoms, in Å:
Ti: 0.32 -0.50 1.15  0.53
C: 2.79 -2.54 1.65  -1.38
C: 1.87 -3.44 2.46  -1.69
C: 0.40 -3.24 2.18  0.53
C: -0.57 -3.51 3.06  -0.40
C: -1.97 -3.23 2.76  -1.20
C: -2.25 -2.48 1.69  -1.18
C: -1.18 -1.98 0.83  1.29
N: 0.11 -2.66 0.90  0.87
N: 2.48 -1.09 1.70  0.34
C: 3.34 -0.43 0.69  -0.82
C: 2.99 1.02 0.56  0.81
C: 3.93 1.97 0.19  -0.96
C: 3.54 3.30 0.10  -0.85
C: 2.24 3.64 0.40  -0.73
C: 1.35 2.63 0.75  -0.75
N: 1.71 1.35 0.82  1.62
C: 2.76 -0.54 3.05  -1.22
C: 1.55 -0.57 3.94  0.47
C: 1.66 -0.64 5.32  -1.11
C: 0.51 -0.61 6.09  -0.75
C: -0.72 -0.52 5.46  -1.41
C: -0.76 -0.45 4.08  -0.44
N: 0.36 -0.47 3.34  1.78
H: 2.77 -2.83 0.60  0.48
H: 3.82 -2.69 1.99  0.49
H: 2.04 -3.32 3.54  0.48
H: 2.17 -4.47 2.24  0.61
H: -0.30 -3.92 4.02  0.53
H: -2.74 -3.63 3.40  0.42
H: -3.27 -2.24 1.42  0.56
H: -1.49 -1.87 -0.21  -0.48
H: 3.18 -0.95 -0.26  -0.46
H: 4.40 -0.53 0.94  0.64
H: 4.94 1.67 -0.02  0.60
H: 4.26 4.06 -0.18  0.48
H: 1.90 4.66 0.36  0.55
H: 0.31 2.84 0.95  -0.05
H: 3.08 0.50 2.95  0.57
H: 3.59 -1.08 3.52  0.44
H: 2.64 -0.71 5.78  0.58
H: 0.57 -0.67 7.17  0.45
H: -1.64 -0.51 6.02  0.56
H: -1.69 -0.39 3.54  0.67
C: 3.68 -3.26 -4.23  -0.73
C: 2.32 -3.51 -4.38  -0.64
C: 1.39 -2.66 -3.80  -0.56
C: 1.81 -1.55 -3.07  0.79
C: 3.18 -1.30 -2.94  -0.44
C: 4.11 -2.15 -3.52  -0.64
Sb: 0.45 -0.27 -2.08  1.21
C: -1.35 -0.65 -3.14  1.17
C: -1.81 0.26 -4.09  -0.79
C: -2.99 0.03 -4.77  -0.81
C: -3.73 -1.11 -4.52  -0.68
C: -3.29 -2.03 -3.58  -0.78
C: -2.10 -1.80 -2.89  -0.38
C: 0.97 1.58 -2.95  0.95
C: 1.79 1.64 -4.08  -0.92
C: 2.05 2.87 -4.68  -0.84
C: 1.50 4.03 -4.16  -0.76
C: 0.68 3.97 -3.04  -0.86
C: 0.42 2.75 -2.44  -0.15
H: 4.40 -3.92 -4.69  0.42
H: 1.99 -4.37 -4.95  0.47
H: 0.33 -2.85 -3.94  0.39
H: 3.52 -0.41 -2.42  0.41
H: 5.17 -1.94 -3.43  0.46
H: -1.24 1.16 -4.30  0.49
H: -3.33 0.74 -5.51  0.45
H: -4.65 -1.30 -5.06  0.43
H: -3.85 -2.94 -3.39  0.47
H: -1.76 -2.54 -2.18  0.14
H: 2.21 0.74 -4.50  0.53
H: 2.68 2.91 -5.55  0.47
H: 1.71 4.98 -4.63  0.43
H: 0.24 4.88 -2.65  0.51
H: -0.24 2.71 -1.57  0.29
C: 0.48 -3.54 -0.24  -1.29
H: 0.91 -4.47 0.14  0.39
H: 1.19 -3.06 -0.91  0.30
H: -0.42 -3.80 -0.80  0.28
C: -3.53 2.16 -1.29  -0.43
C: -3.97 1.63 0.07  -1.08
N: -3.28 2.29 1.19  0.49
C: -4.05 3.33 1.88  -0.78
C: -5.01 2.76 2.91  -1.08
C: -2.07 1.88 1.59  0.72
C: -1.45 2.55 2.78  -2.30
N: -1.39 0.94 0.98  1.25
H: -4.09 1.66 -2.08  0.36
H: -2.47 1.98 -1.47  -0.11
H: -3.71 3.23 -1.36  0.36
H: -3.83 0.55 0.15  0.31
H: -5.04 1.80 0.22  0.52
H: -4.60 3.88 1.12  0.46
H: -3.37 4.04 2.34  0.37
H: -5.71 2.06 2.46  0.35
H: -5.59 3.55 3.37  0.41
H: -4.47 2.23 3.71  0.25
H: -1.30 3.61 2.60  0.61
H: -0.49 2.09 2.99  0.21
H: -2.09 2.46 3.66  0.53
H: -1.90 0.60 0.17  -1.10


Density functional theory data (wB97M-V/def2-TZVPD) for a single C3H5N molecule.

The calculation puts the molar mass at 55.08 g/mol. As for the charge: 0. As for the max |F|: 1.4 eV Å⁻¹. The HOMO-LUMO gap comes out at 9.88 eV. The value obtained for the lowest unoccupied orbital energy is 0.994 eV. Its SMILES is C=CN=C.

Last column: Mulliken charge in e.
Positions of all 9 atoms, in Å:
C: -0.08 0.35 -0.63  0.00
C: -1.31 0.82 -0.57  -0.67
C: 1.18 -0.90 0.91  -0.22
N: 0.71 0.19 0.54  -0.42
H: 0.46 0.21 -1.56  0.33
H: -1.79 1.09 0.38  0.23
H: -1.97 0.98 -1.41  0.25
H: 1.86 -0.82 1.79  0.24
H: 0.94 -1.92 0.56  0.26


Density functional theory data (wB97M-V/def2-TZVPD) for a molecular structure, C49H44ClIN5O3Sn.

The calculation puts the molar mass at 1031.99 g/mol. As for the charge: +1. As for the max |F|: 3.2 eV Å⁻¹. The HOMO-LUMO gap (alpha / beta) comes out at 5.00 / 5.21 eV. The value obtained for the lowest unoccupied orbital energy (alpha / beta) is -5.358 / -5.152 eV.

Last column: Mulliken charge in e.
Positions of all 104 atoms, in Å:
Sn: -0.29 0.37 -0.20  2.34
O: -1.22 -1.65 -0.63  -1.22
C: -0.79 -2.91 -0.56  2.93
C: 0.44 -3.01 0.41  -1.29
C: 0.06 -2.56 1.78  -0.28
C: -0.22 -3.49 2.78  -0.46
C: -0.67 -3.04 4.01  -1.32
C: -0.85 -1.68 4.20  -0.96
C: -0.53 -0.81 3.17  -0.30
C: -0.81 0.65 3.31  0.14
C: -2.16 0.93 2.57  3.79
O: -1.99 0.92 1.23  -0.83
C: -2.62 2.39 2.73  -0.88
C: -1.79 3.43 3.09  -0.37
C: -2.28 4.73 3.09  -0.91
C: -3.58 4.99 2.68  -0.48
C: -4.40 3.94 2.29  -0.99
C: -3.92 2.65 2.31  -0.36
C: -3.19 -0.03 3.12  -0.82
C: -3.81 0.22 4.34  -0.34
C: -4.67 -0.71 4.89  -1.06
C: -4.92 -1.90 4.22  -0.62
C: -4.33 -2.14 2.99  -0.49
C: -3.48 -1.20 2.44  0.27
N: -0.04 -1.25 2.00  1.16
C: -1.97 -3.85 -0.23  -0.30
C: -1.83 -5.01 0.51  -0.08
C: -2.94 -5.76 0.84  -1.30
C: -4.19 -5.39 0.38  -0.68
C: -4.32 -4.27 -0.43  -0.90
C: -3.22 -3.50 -0.73  -0.41
C: -0.32 -3.44 -1.94  -0.16
C: 0.02 -4.77 -2.14  -0.34
C: 0.46 -5.18 -3.39  -0.93
C: 0.55 -4.28 -4.44  -0.87
C: 0.19 -2.96 -4.24  -0.64
C: -0.26 -2.54 -3.00  -0.54
H: 1.18 -2.33 -0.01  -0.25
H: 0.85 -4.02 0.42  0.97
H: -0.07 -4.54 2.61  0.54
H: -0.88 -3.74 4.80  0.48
H: -1.26 -1.30 5.12  0.57
H: -0.06 1.24 2.80  -1.04
H: -0.89 0.93 4.36  0.81
H: -0.77 3.25 3.40  0.54
H: -1.64 5.54 3.39  0.45
H: -3.94 6.00 2.64  0.43
H: -5.40 4.13 1.94  0.42
H: -4.54 1.82 1.98  0.54
H: -3.62 1.15 4.86  0.48
H: -5.16 -0.50 5.83  0.44
H: -5.58 -2.63 4.66  0.46
H: -4.53 -3.06 2.46  0.38
H: -3.02 -1.37 1.47  0.23
H: -0.86 -5.35 0.84  0.68
H: -2.82 -6.64 1.45  0.44
H: -5.06 -5.98 0.63  0.44
H: -5.29 -4.00 -0.84  0.43
H: -3.31 -2.63 -1.36  0.48
H: -0.08 -5.49 -1.35  0.36
H: 0.72 -6.22 -3.54  0.45
H: 0.89 -4.62 -5.41  0.44
H: 0.25 -2.25 -5.05  0.56
H: -0.57 -1.52 -2.84  0.70
Cl: 3.78 -0.85 -6.50  -0.20
C: 2.69 -0.22 -5.34  0.85
C: 1.62 0.54 -5.77  -0.37
C: 0.71 1.04 -4.86  -0.39
I: -0.91 2.24 -5.44  0.15
C: 0.78 0.77 -3.46  0.70
O: -0.10 1.17 -2.67  -0.45
C: 1.94 0.00 -3.03  -0.33
N: 2.06 -0.19 -1.71  0.44
C: 3.12 -0.82 -1.25  -0.50
C: 4.11 -1.34 -2.08  -1.23
C: 3.99 -1.19 -3.44  -1.11
C: 2.89 -0.48 -3.96  0.33
H: 1.50 0.76 -6.82  0.48
H: 3.18 -0.89 -0.17  0.55
H: 4.95 -1.86 -1.66  0.49
H: 4.74 -1.58 -4.12  0.46
C: 3.55 2.43 4.66  -0.90
C: 2.57 1.29 4.42  -0.36
N: 2.39 1.14 2.99  0.01
C: 2.31 2.19 2.14  -0.27
N: 1.86 1.95 0.94  0.29
C: 1.95 2.98 -0.06  -0.27
C: 3.04 3.99 0.25  -0.92
C: 2.78 4.52 1.65  -0.63
N: 2.75 3.40 2.57  0.21
C: 3.00 3.67 3.97  -0.56
H: 4.52 2.18 4.23  0.30
H: 3.67 2.62 5.72  0.41
H: 1.62 1.53 4.92  0.16
H: 2.95 0.35 4.82  0.43
H: 1.98 0.29 2.64  0.08
H: 0.97 3.49 -0.15  0.26
H: 2.13 2.48 -1.02  -0.06
H: 3.06 4.79 -0.48  0.44
H: 4.01 3.48 0.24  0.31
H: 1.82 5.07 1.67  0.22
H: 3.56 5.22 1.96  0.43
H: 2.07 3.99 4.46  0.21
H: 3.71 4.50 4.04  0.42


Density functional theory data (wB97M-V/def2-TZVPD) for a molecular structure, C23H31MnN6.

The calculation puts the molar mass at 446.48 g/mol. As for the charge: +4. As for the max |F|: 2.3 eV Å⁻¹. The HOMO-LUMO gap (alpha / beta) comes out at 6.60 / 7.96 eV. The value obtained for the lowest unoccupied orbital energy (alpha / beta) is -14.380 / -13.015 eV. As for the spin multiplicity: 5.

Last column: Mulliken charge in e.
Positions of all 61 atoms, in Å:
Mn: -0.27 0.19 0.03  -0.16
C: 1.33 2.73 -0.75  -0.86
C: 2.12 1.72 -1.57  -1.22
C: 2.62 0.63 -0.65  0.73
C: 3.96 0.43 -0.44  -0.86
C: 4.41 -0.55 0.46  -0.52
C: 3.46 -1.32 1.12  -1.39
C: 2.15 -1.04 0.92  0.30
N: 1.71 -0.13 0.02  0.94
N: 0.03 2.17 -0.28  0.09
C: -1.00 2.53 -1.36  -0.80
C: -2.31 1.77 -1.10  0.26
C: -3.49 2.09 -1.70  -0.93
C: -4.68 1.49 -1.36  -0.51
C: -4.64 0.53 -0.37  -1.00
C: -3.42 0.20 0.20  -0.31
N: -2.28 0.78 -0.19  0.78
C: -0.37 2.81 1.06  -0.97
C: 0.07 1.95 2.25  0.80
C: 0.48 2.62 3.41  -1.11
C: 0.80 1.90 4.56  -0.41
C: 0.69 0.52 4.48  -0.95
C: 0.25 -0.03 3.32  -0.01
N: -0.07 0.64 2.16  0.42
H: 1.12 3.66 -1.29  0.46
H: 1.86 3.03 0.13  0.64
H: 2.97 2.23 -2.04  0.63
H: 1.47 1.33 -2.35  0.24
H: 4.66 1.04 -1.00  0.54
H: 5.45 -0.64 0.61  0.52
H: 3.82 -2.04 1.86  0.55
H: 1.37 -1.58 1.49  0.39
H: -0.58 2.37 -2.33  0.67
H: -1.24 3.59 -1.27  0.70
H: -3.44 2.92 -2.39  0.58
H: -5.63 1.78 -1.84  0.48
H: -5.48 0.03 0.04  0.54
H: -3.30 -0.51 0.99  0.58
H: -1.46 2.89 1.04  0.45
H: 0.11 3.80 1.10  0.62
H: 0.63 3.70 3.37  0.48
H: 1.18 2.43 5.42  0.49
H: 0.99 -0.19 5.28  0.42
H: 0.21 -1.08 3.16  0.59
N: -0.16 -4.35 -1.81  -0.18
C: -0.55 -4.09 -0.38  -1.01
C: -1.34 -2.77 -0.28  -0.56
N: -0.76 -1.58 -1.06  -0.16
C: -0.03 -1.92 -2.32  -0.41
C: 0.74 -3.23 -2.27  -0.93
H: -0.98 -4.51 -2.40  0.39
H: 0.33 -5.29 -1.90  0.42
H: 0.43 -4.05 0.15  0.36
H: -1.16 -4.91 0.01  0.46
H: -1.45 -2.63 0.79  0.30
H: -2.34 -2.91 -0.67  0.54
H: -1.65 -1.17 -1.37  0.42
H: 0.74 -1.20 -2.62  0.14
H: -0.75 -1.99 -3.12  0.53
H: 1.60 -3.29 -1.61  0.37
H: 1.06 -3.52 -3.30  0.43